Entry 1:
Here is 2 unconnected molecules or ions with the total composition C6H11N2S from the OMol25 dataset. Energies are from wB97M-V/def2-TZVPD.

```
20
Properties=species:S:1:pos:R:3:nbo_charge:R:1
C -1.28401 0.25869 -0.03872 -0.342
C -0.94473 1.02837 2.63317 0.386
C -2.09867 0.26565 0.99655 0.575
C -0.13244 1.23037 0.34525 -0.216
C 1.31138 2.05650 2.05838 -0.432
C 0.26361 -3.36783 -3.14371 -0.768
N 0.04014 1.32634 1.80419 -0.324
N -2.13219 0.58871 2.22219 -0.464
S 0.01204 -1.79664 -2.43773 -0.062
H -1.23009 -0.36336 -0.98732 0.319
H -0.76922 1.44151 3.62139 0.234
H 0.80005 0.76371 -0.15683 0.265
H -0.18493 2.22540 -0.09025 0.228
H 1.03830 2.86400 2.78031 0.239
H 2.10480 1.36624 2.48763 0.253
H 1.77397 2.51649 1.17361 0.249
H 0.50904 -4.31989 -2.44113 0.245
H 0.94616 -3.34393 -3.93194 0.242
H -0.65977 -3.72004 -3.54229 0.227
H 0.63658 -1.02027 -3.35274 0.148
```

Results
Frontier orbital gap in Eh: 0.2318
Charge: +1
Molecular weight in Da: 143.24
Total energy in eV: -20204.5742



Entry 2:
Here is 2 unconnected molecules or ions with the total composition C4H12O from the OMol25 dataset. Energies are from wB97M-V/def2-TZVPD.

```
17
Properties=species:S:1:pos:R:3:nbo_charge:R:1
C 0.42095 -0.52336 -1.36727 -0.624
C -0.37510 0.70334 -1.78537 -0.048
O 0.59064 1.83001 -1.73239 -0.749
H 0.76443 -0.60945 -0.41030 0.193
H 1.16872 -0.77284 -2.12520 0.210
H -0.32843 -1.30676 -1.49030 0.210
H -0.74923 0.73421 -2.74225 0.183
H -1.17519 0.82609 -1.02349 0.165
H 1.37904 1.61280 -1.26542 0.463
C -0.13412 -1.15865 3.01912 -0.601
C -0.56074 -0.66631 1.62238 -0.617
H 0.93598 -0.99828 3.07964 0.202
H -0.64152 -0.56049 3.85112 0.203
H -0.36880 -2.19892 3.15566 0.199
H -1.57607 -1.04035 1.32956 0.209
H 0.12456 -0.86051 0.77254 0.192
H -0.36458 0.40428 1.79445 0.209
```

Results
Frontier orbital gap in Eh: 0.4122
Molecular weight in Da: 76.14
Total energy in eV: -6388.3835



Entry 3:
Here is 9 unconnected molecules or ions with the total composition C16H28B2N3O32S4 from the OMol25 dataset. Energies are from wB97M-V/def2-TZVPD.

```
85
Properties=species:S:1:pos:R:3:mulliken_charge:R:1
N -7.15006 4.59740 -22.30894 -0.336
H -6.43961 4.29548 -21.59520 0.363
H -8.00122 4.12418 -21.99916 0.386
H -6.86752 4.14007 -23.20063 0.317
H -7.22278 5.60049 -22.48110 0.403
N 0.30890 0.63958 -19.43146 -0.314
H -0.36335 0.34234 -20.20746 0.353
H 0.13550 -0.02746 -18.65907 0.446
H 0.21451 1.61505 -19.16317 0.306
H 1.28433 0.49305 -19.71789 0.408
N -8.80814 -1.24859 -20.63527 -0.300
H -8.88002 -2.10572 -20.07961 0.374
H -9.64192 -1.19500 -21.23968 0.394
H -7.90490 -1.21343 -21.14952 0.194
H -8.92646 -0.38414 -20.09059 0.358
O -7.32086 -1.50490 -22.99298 -0.771
C -6.41770 -0.78584 -23.07663 0.320
O -5.16505 -1.12604 -22.87819 -0.573
B -4.30688 0.03658 -23.05180 2.222
O -5.22507 1.17358 -23.22663 -0.418
C -6.44834 0.72342 -23.30492 0.828
O -7.41331 1.35138 -23.43625 -0.641
O -3.32305 0.21103 -21.95418 -1.063
C -2.10583 0.13364 -22.40050 0.404
O -1.12411 0.32158 -21.72855 -0.926
C -2.16557 0.08270 -23.95493 0.646
O -3.42828 -0.03789 -24.25280 -0.588
O -1.21292 0.17240 -24.66762 -0.664
O -2.60972 1.66482 -14.87223 -0.505
C -2.87520 1.58980 -16.02183 0.282
O -4.03267 1.91155 -16.63737 -0.606
B -4.02636 1.50700 -18.04372 1.311
O -2.60749 1.09992 -18.26608 -0.319
C -1.92954 1.06281 -17.12220 0.763
O -0.87334 0.58927 -16.96614 -0.633
O -4.95971 0.41638 -18.39131 -0.561
C -5.56654 0.71304 -19.50738 0.325
O -6.30744 0.01831 -20.11761 -0.485
C -5.27525 2.22125 -19.79769 0.480
O -4.44730 2.64509 -18.89440 -0.728
O -5.79192 2.88467 -20.62650 -0.435
C -1.69850 4.81342 -22.33076 -0.475
C -2.86308 4.00481 -21.73951 -0.112
O -3.95431 4.88985 -21.91493 -0.210
S -3.85544 5.61221 -23.33633 1.051
O -4.19824 6.97523 -23.26602 -0.568
O -4.52625 4.86928 -24.33514 -0.503
O -2.27271 5.46794 -23.45160 -0.367
H -0.83157 4.19220 -22.54499 0.374
H -1.38537 5.55246 -21.58304 0.334
H -2.68948 3.79426 -20.69380 0.414
H -2.96583 3.11818 -22.35791 -0.016
C -4.23318 -3.91869 -24.23879 0.363
C -5.41069 -3.79959 -25.20453 -0.284
O -6.29961 -4.87637 -24.76107 -0.423
S -5.51959 -6.10191 -24.10431 1.088
O -5.37212 -7.18284 -24.99240 -0.529
O -6.06525 -6.38131 -22.82773 -0.546
O -4.13919 -5.29858 -23.95555 -0.418
H -4.55349 -3.34514 -23.36699 0.049
H -3.30426 -3.54968 -24.66025 0.188
H -5.18696 -4.10714 -26.23309 0.284
H -6.10569 -2.96715 -25.24568 0.221
C -1.88484 -1.37925 -29.03223 -0.287
C -1.92275 -2.20981 -27.76638 0.164
O -3.19828 -2.82733 -27.89076 -0.292
S -4.26999 -1.70883 -28.25394 0.944
O -4.61807 -0.91819 -27.12332 -0.294
O -5.27356 -2.27245 -29.05847 -0.587
O -3.22449 -0.83744 -29.14358 -0.279
H -1.77633 -2.02235 -29.91360 0.280
H -1.13531 -0.59964 -29.09374 0.211
H -1.75592 -1.55051 -26.89504 -0.274
H -1.12696 -2.93341 -27.59797 0.460
C -0.88723 3.41771 -27.44777 -0.170
C -0.54365 2.01541 -27.89108 0.170
O -1.28264 1.79217 -29.08382 -0.315
S -2.67058 2.64214 -29.12482 1.043
O -3.74914 1.84876 -28.68430 -0.418
O -2.71065 3.19809 -30.41264 -0.577
O -2.15318 3.72529 -28.07789 -0.290
H -0.24229 4.25075 -27.74269 0.250
H -1.02839 3.54155 -26.37707 0.068
H -0.84001 1.30830 -27.10604 -0.135
H 0.48276 1.78818 -28.16628 0.401
```

Results
Frontier orbital gap in Eh: 0.3421
Charge: +1
Molecular weight in Da: 924.28
Total energy in eV: -131731.0562



Entry 4:
Here is a single C5H11NO molecule from the OMol25 dataset. Energies are from wB97M-V/def2-TZVPD.

```
18
Properties=species:S:1:pos:R:3:nbo_charge:R:1
C 1.22562 1.49525 -1.57958 -0.569
C 0.31185 0.20950 -1.51540 -0.157
N 0.24726 -0.21612 0.00300 -0.395
C 1.48128 -0.89990 0.39284 -0.369
C -0.87783 -0.18262 0.60489 0.645
C -0.97532 -0.71657 2.05420 -0.702
O -1.92034 0.39698 0.08562 -0.696
H 1.32574 1.65347 -2.77715 0.185
H 2.05761 1.01632 -1.38378 0.202
H 0.84506 2.27664 -1.23799 0.205
H 0.75560 -0.62129 -2.10054 0.177
H -0.57406 0.32188 -1.81741 0.203
H 1.30141 -1.19507 1.40542 0.210
H 2.38076 -0.40116 0.21241 0.200
H 1.42879 -1.67758 -0.02149 0.169
H -1.96442 -0.44067 2.32500 0.249
H -0.08636 -0.15403 2.77384 0.216
H -0.83183 -1.87552 2.17414 0.224
```

Results
Frontier orbital gap in Eh: 0.3647
Molecular weight in Da: 101.15
Total energy in eV: -8896.9451



Entry 5:
Here is a molecular structure, C34H34CuOP2SSe4 from the OMol25 dataset. Energies are from wB97M-V/def2-TZVPD.

```
77
Properties=species:S:1:pos:R:3:mulliken_charge:R:1
Cu 0.55899 -0.00254 -0.93512 0.980
C -2.30975 1.29191 1.57794 -1.534
C -1.17453 0.50769 2.21771 -1.334
P -0.28686 -0.68721 1.12768 1.495
C -1.49659 -2.06639 1.08773 0.436
C -2.65262 -1.87814 0.32816 -0.226
C -3.61250 -2.87155 0.23880 -0.972
C -3.41870 -4.08924 0.88110 -0.578
C -2.26117 -4.29802 1.61505 -0.665
C -1.30680 -3.29029 1.72052 -0.569
C 1.00442 -1.31614 2.27675 -0.021
C 2.23237 -1.65830 1.71497 0.346
C 3.26748 -2.15370 2.49874 -0.819
C 3.08860 -2.30876 3.86436 -0.595
C 1.86717 -1.97572 4.43947 -0.733
C 0.83504 -1.48727 3.65161 -0.046
P -1.77518 2.13608 0.01437 0.045
C -0.77610 3.47881 0.78628 0.528
C -1.34974 4.53628 1.49605 -0.496
C -0.55061 5.47912 2.12481 -0.633
C 0.83601 5.37175 2.05873 -0.438
C 1.41548 4.32557 1.35675 -0.492
C 0.61293 3.38815 0.71512 0.249
C -3.31503 3.02957 -0.44287 0.249
C -4.50419 3.02606 0.28217 -0.117
C -5.62119 3.71838 -0.17543 -0.728
C -5.55938 4.43303 -1.36210 -0.409
C -4.37852 4.44419 -2.09626 -0.662
C -3.27298 3.73860 -1.64655 -0.441
H -2.63258 2.04631 2.29932 0.719
H -3.16086 0.63989 1.36279 0.733
H -1.54950 -0.03404 3.08428 0.543
H -0.40767 1.20650 2.56414 0.614
H -2.77805 -0.95550 -0.23135 0.515
H -4.50131 -2.70574 -0.35790 0.428
H -4.16158 -4.87351 0.79983 0.364
H -2.09475 -5.24747 2.10974 0.409
H -0.40737 -3.46956 2.29609 0.331
H 2.38299 -1.52824 0.64917 -0.500
H 4.21611 -2.39687 2.03578 0.455
H 3.89686 -2.67899 4.48287 0.369
H 1.71644 -2.09822 5.50501 0.403
H -0.11070 -1.25706 4.12354 0.276
H -2.42938 4.63336 1.54771 0.342
H -1.00833 6.29996 2.66480 0.378
H 1.45972 6.10947 2.54927 0.351
H 2.49192 4.23254 1.27991 0.431
H 1.08254 2.59448 0.14328 -0.217
H -4.57143 2.48089 1.21397 0.294
H -6.53804 3.70270 0.40165 0.385
H -6.42743 4.97491 -1.71649 0.357
H -4.32249 4.99384 -3.02808 0.397
H -2.35574 3.73461 -2.22805 0.348
Se -0.32738 1.38156 -2.84268 -0.288
Se 1.65012 1.81600 -3.98503 -0.323
Se 3.02924 2.55175 -2.23413 -0.261
Se 2.96923 0.79832 -0.70007 -0.549
C 6.17810 -2.03395 -2.13182 -1.452
C 4.71154 -2.13578 -2.45901 1.043
C 4.19309 -1.55443 -3.60622 -0.833
C 2.82589 -1.55715 -3.85699 -0.648
C 1.97874 -2.16871 -2.95506 0.659
C 2.47261 -2.76883 -1.80248 -0.647
C 3.83448 -2.75491 -1.56674 -0.536
S 0.20601 -2.08685 -3.19144 0.335
C -0.00628 -3.81350 -3.67120 -1.104
O -0.39445 -2.02477 -1.80805 -0.439
H 6.74008 -1.60720 -2.96257 0.378
H 6.60365 -3.01162 -1.89400 0.357
H 6.32186 -1.38525 -1.26479 0.274
H 4.85589 -1.03215 -4.28605 0.277
H 2.42280 -1.03094 -4.71437 0.410
H 1.78157 -3.19737 -1.08385 0.367
H 4.22419 -3.19676 -0.65466 0.364
H 0.37936 -4.44985 -2.87583 0.275
H 0.53733 -3.97943 -4.60274 0.401
H -1.07311 -3.98434 -3.81804 0.394
```

Results
Frontier orbital gap in Eh: 0.2107
Charge: -1
Molecular weight in Da: 932.05
Total energy in eV: -373299.3849



Entry 6:
Here is a single C4H7NO2 molecule from the OMol25 dataset. Energies are from wB97M-V/def2-TZVPD.

```
14
Properties=species:S:1:pos:R:3:nbo_charge:R:1
H -0.85536 2.06525 0.03805 0.357
N -0.18624 1.31439 0.17610 -0.726
C -0.73639 0.17732 0.06667 0.577
C -2.17460 -0.13511 -0.24060 -0.690
O 0.00986 -0.94236 0.21413 -0.498
C 1.35772 -0.69155 0.60286 -0.184
C 2.13433 0.06239 -0.46266 0.435
O 3.10685 0.72932 -0.21903 -0.515
H -2.56328 -0.89868 0.43809 0.238
H -2.77677 0.77121 -0.14474 0.223
H -2.27035 -0.51331 -1.26313 0.239
H 1.39959 -0.12343 1.53613 0.218
H 1.80850 -1.67943 0.74379 0.216
H 1.77878 -0.10868 -1.50125 0.109
```

Results
Frontier orbital gap in Eh: 0.3865
Molecular weight in Da: 101.10
Total energy in eV: -9845.9091